1.
This record from the Open Molecules 2025 dataset describes the molecule C3H9N3OS in a non-equilibrium geometry. The level of theory is wB97M-V/def2-TZVPD.

Element x y z (Å)
C  -0.52817  -0.63039  1.12153
C  1.24141  0.05642  -0.40052
C  -0.68583  1.51731  0.17413
N  0.03658  -1.41027  -1.16306
N  0.25814  0.44670  0.55313
N  -0.78708  -1.63560  -0.04697
O  -0.74690  -2.97132  0.28201
S  2.74901  -0.48265  0.31840
H  0.02940  -1.11723  1.92386
H  -1.41459  -0.23460  1.55954
H  1.30510  0.59873  -1.31713
H  -1.13999  2.07969  1.07086
H  -0.27393  2.23777  -0.47026
H  -1.69632  1.22466  -0.25761
H  0.62164  -2.24338  -1.45339
H  -1.80348  -1.36285  -0.24764
H  3.84132  0.08786  -0.41698

Cartesian forces (eV/Å) of the 2 atoms listed first:
C 3.1362 -0.4390 -0.4076
C -2.7489 -2.2202 -0.1844

total charge = 0
E_tot = -20603.580 eV
HOMO = -8.191 eV
relative energy (zero: lowest compared OMol25 entry of this formula, charge and spin) = 150.9 kcal/mol
strongest force on any atom = 3.8 eV/A
gap between HOMO and LUMO = 8.47 eV

2.
This record from the Open Molecules 2025 dataset describes the ion C3H9N3P with charge +1 in a non-equilibrium geometry. The level of theory is wB97M-V/def2-TZVPD.

Element x y z (Å)
C  -1.49379  0.76604  0.77404
C  -1.48459  0.62073  -0.69098
N  -0.30769  0.28308  0.08971
C  0.14395  -1.13632  0.28018
N  1.48335  -1.24588  -0.19060
N  2.18872  -0.08260  0.16018
P  1.27420  1.31698  -0.04676
H  -1.43177  1.74943  1.22280
H  -2.02649  0.03568  1.36961
H  -2.02086  -0.20305  -1.14355
H  -1.40925  1.50075  -1.31938
H  -0.51957  -1.83622  -0.22963
H  0.13069  -1.33105  1.35983
H  1.57023  -1.43869  -1.18410
H  2.73495  -0.19607  1.00572
H  1.16793  1.19719  -1.45705

Cartesian forces (eV/Å) of the 2 atoms listed first:
C -0.7568 0.3028 0.5171
C -0.7539 0.2763 -0.5626

total charge = +1
E_tot = -17007.553 eV
HOMO = -14.311 eV
relative energy (zero: lowest compared OMol25 entry of this formula, charge and spin) = 31.3 kcal/mol
strongest force on any atom = 1.2 eV/A
gap between HOMO and LUMO = 10.80 eV
structure (SMILES) = C1C[N+]12CNNP2

3.
This record from the Open Molecules 2025 dataset describes a cluster of 2 separate species, C3H9N3S in total in a non-equilibrium geometry. The level of theory is wB97M-V/def2-TZVPD.

Element x y z (Å)
C  -0.51310  1.91085  -1.26075
C  -0.84520  1.70169  0.30077
C  -1.14157  -0.61107  0.57265
H  1.10318  2.90046  -0.93719
H  1.28924  1.30640  -1.25627
H  -1.15651  2.72644  -1.87287
H  -0.86261  0.81393  -1.75265
H  -2.00816  1.54864  0.32457
H  -0.33133  2.57894  1.02753
H  -2.30396  -0.54167  0.53578
H  -1.22120  -3.17199  0.35767
H  1.78459  -0.99031  1.36466
N  0.86843  2.23767  -1.70231
N  -0.41237  0.41382  0.49463
N  -0.50524  -1.83265  0.74244
S  1.19064  -1.93198  0.48684

Cartesian forces (eV/Å) of the 2 atoms listed first:
C -3.0462 -0.0344 -3.1316
C -1.7780 2.1929 -1.4223

total charge = 0
E_tot = -18556.481 eV
HOMO = -8.458 eV
relative energy (zero: lowest compared OMol25 entry of this formula, charge and spin) = 142.9 kcal/mol
strongest force on any atom = 5.7 eV/A
gap between HOMO and LUMO = 7.54 eV

4.
This record from the Open Molecules 2025 dataset describes the molecule C3H9N3S in a non-equilibrium geometry. The level of theory is wB97M-V/def2-TZVPD.

Element x y z (Å)
H  1.22484  -1.57783  -1.79591
N  1.37695  -0.58753  -1.73697
C  0.60235  -0.03679  -0.87828
N  0.86593  1.30791  -0.55283
N  -0.13298  2.11861  -0.01204
C  -0.53712  -0.61380  0.02047
C  0.02553  -0.82777  1.43430
S  -1.17147  -2.23457  -0.50005
H  1.51047  1.69020  -1.24582
H  -0.70593  2.62157  -0.72440
H  0.25444  2.77156  0.65357
H  -1.38584  0.06751  0.04827
H  -0.76362  -1.23639  2.08400
H  0.92737  -1.46077  1.36982
H  0.35730  0.10901  1.89843
H  -2.44824  -2.11090  -0.06256

Cartesian forces (eV/Å) of the 2 atoms listed first:
H -0.2758 -0.5243 -0.1728
N -0.6216 0.7345 0.9256

total charge = 0
E_tot = -18561.354 eV
HOMO = -9.076 eV
relative energy (zero: lowest compared OMol25 entry of this formula, charge and spin) = 30.6 kcal/mol
strongest force on any atom = 1.3 eV/A
gap between HOMO and LUMO = 9.86 eV
structure (SMILES) = [H]/N=C(/NN)[C@H](C)S

5.
This record from the Open Molecules 2025 dataset describes the molecule C3H9N5 in a non-equilibrium geometry. The level of theory is wB97M-V/def2-TZVPD.

Element x y z (Å)
H  0.56090  -2.48091  0.31983
N  0.86779  -2.03344  -0.59198
C  0.02636  -1.06470  -0.45217
N  -0.71317  -1.05680  0.67257
C  -0.82209  0.13904  1.44533
N  -1.73531  0.25222  2.43119
N  0.08776  1.22468  1.64866
N  0.11819  0.03369  -1.33371
C  1.16067  0.22144  -2.41190
H  -1.40510  0.99471  3.07292
H  -2.32686  -0.60974  2.73020
H  0.91825  1.23149  1.09755
H  -0.49496  2.29983  1.43551
H  -0.90108  0.20015  -1.78257
H  1.31117  -0.72404  -3.30524
H  2.16486  0.19030  -2.08270
H  1.18260  1.18205  -2.89347

Cartesian forces (eV/Å) of the 2 atoms listed first:
H 1.4457 -0.7339 -1.3058
N -1.4231 -0.4004 1.4467

total charge = 0
E_tot = -10704.377 eV
HOMO = -8.234 eV
relative energy (zero: lowest compared OMol25 entry of this formula, charge and spin) = 84.7 kcal/mol
strongest force on any atom = 7.6 eV/A
gap between HOMO and LUMO = 8.64 eV
structure (SMILES) = [H]/N=C(\N=C(N)N)NC

6.
This record from the Open Molecules 2025 dataset describes a structure of composition C3H9NO in a non-equilibrium geometry. The level of theory is wB97M-V/def2-TZVPD.

Element x y z (Å)
C  1.24071  0.42588  0.07683
C  -0.24853  0.65651  -0.23204
C  -1.09609  -0.22513  0.66986
O  -2.93131  -0.11014  -0.46779
N  1.67903  -0.86334  -0.47385
H  1.32020  0.37001  1.17394
H  2.00014  1.16165  -0.21312
H  -0.42760  0.36608  -1.27170
H  -0.54717  1.69500  -0.07351
H  -1.08932  0.22141  1.66057
H  -0.98391  -1.29486  0.55153
H  -2.48127  -0.17088  0.57291
H  2.57973  -0.93008  -0.91216
H  0.98538  -1.30210  -1.06148

Cartesian forces (eV/Å) of the 2 atoms listed first:
C 0.6069 -0.4715 0.4196
C 0.1776 -0.6458 0.0259

<S²> = 0.758
total charge = -1
E_tot = -6790.731 eV
2S+1 = 2
HOMO (alpha / beta) = -1.277 / -2.585 eV
relative energy (zero: lowest compared OMol25 entry of this formula, charge and spin) = 51.1 kcal/mol
strongest force on any atom = 2.2 eV/A
gap between HOMO and LUMO (alpha / beta) = 5.47 / 6.69 eV

7.
This record from the Open Molecules 2025 dataset describes a cluster of 2 separate species, C3H9NO in total in a non-equilibrium geometry. The level of theory is wB97M-V/def2-TZVPD.

Element x y z (Å)
C  1.50067  -0.19376  0.45178
C  0.24859  -0.84244  -0.11702
C  -1.88355  0.60998  0.29706
N  -0.56492  0.41500  -0.29095
O  2.33211  0.30896  -0.60768
H  2.71246  -0.42809  -1.10431
H  -0.33145  0.93783  -1.12996
H  2.05907  -0.87940  1.09821
H  0.50625  0.87860  0.50592
H  0.33844  -1.34204  -1.09068
H  -0.24865  -1.45104  0.64058
H  -2.01625  1.65909  0.57347
H  -1.99879  0.00100  1.19337
H  -2.65396  0.32631  -0.41978

Cartesian forces (eV/Å) of the 2 atoms listed first:
C -0.7219 0.8786 -0.5027
C -0.6978 1.1497 -0.2456

total charge = 0
E_tot = -6791.040 eV
HOMO = -7.667 eV
relative energy (zero: lowest compared OMol25 entry of this formula, charge and spin) = 92.6 kcal/mol
strongest force on any atom = 2.8 eV/A
gap between HOMO and LUMO = 8.72 eV

8.
This record from the Open Molecules 2025 dataset describes the molecule C3H9NO in a non-equilibrium geometry. The level of theory is wB97M-V/def2-TZVPD.

Element x y z (Å)
N  -0.72820  -0.80867  1.94699
C  0.33424  -0.19734  1.12175
C  -0.16548  0.47283  -0.16561
C  0.39576  0.09955  -1.51082
O  -0.60592  0.07316  -2.50477
H  -0.29197  -1.13899  2.80336
H  -1.38641  -0.11692  2.29425
H  0.91983  -1.06386  0.79040
H  1.01702  0.35603  1.75748
H  -1.25227  0.26821  -0.16912
H  -0.15157  1.53650  0.07119
H  1.21084  0.82008  -1.68982
H  0.98586  -0.81815  -1.45737
H  -0.28173  0.51756  -3.28792

Cartesian forces (eV/Å) of the 2 atoms listed first:
N -0.1561 0.3279 0.2039
C 0.4973 -1.8862 -0.4542

total charge = 0
E_tot = -6793.615 eV
HOMO = -9.359 eV
relative energy (zero: lowest compared OMol25 entry of this formula, charge and spin) = 33.2 kcal/mol
strongest force on any atom = 2.8 eV/A
gap between HOMO and LUMO = 10.35 eV
structure (SMILES) = NCCCO